[1]
ORCA calculation (the ωB97M-V functional and the def2-TZVPD basis) on C7H16N2O3PS as an isolated structure.

Last column: natural (NBO) charge in e.
Atoms and positions in Å:
C (0.88, -0.94, -2.09)  -0.446
C (-1.30, -0.38, 0.23)  -0.084
C (-1.26, 1.58, 0.04)  -0.076
C (2.19, -0.90, -1.36)  -0.720
C (-0.05, 0.35, -1.94)  -0.060
C (-0.25, 0.49, -0.44)  0.058
C (-1.34, -0.90, 3.30)  -0.935
N (0.79, 0.58, 0.43)  -0.857
N (0.70, 1.45, -2.37)  -0.837
O (1.01, -1.97, 0.60)  -0.968
O (3.01, -0.85, 1.21)  -0.857
O (-1.70, 0.72, 1.14)  -0.528
P (-0.61, 0.71, 2.65)  0.903
S (1.84, -0.84, 0.35)  2.280
H (0.91, -1.15, -3.17)  0.250
H (0.43, -1.84, -1.59)  0.243
H (-2.29, -0.53, -0.29)  0.234
H (-1.02, -1.29, 0.59)  0.262
H (-0.82, 2.57, 0.38)  0.229
H (-2.20, 1.70, -0.51)  0.241
H (2.90, -1.82, -1.53)  0.303
H (2.91, -0.05, -1.62)  0.276
H (-0.94, 0.17, -2.44)  0.199
H (-0.54, -1.55, 3.42)  0.249
H (-2.08, -1.28, 2.59)  0.245
H (-1.86, -0.84, 4.23)  0.265
H (1.38, 1.44, 0.28)  0.430
H (0.26, 2.34, -2.04)  0.357
H (0.60, 1.56, -3.42)  0.391
H (-1.54, 1.49, 3.37)  -0.049

Summary:
Kohn-Sham gap ... 9.7 eV
Net charge ... +1
LUMO energy ... -3.39 eV

***

[2]
ORCA calculation (the ωB97M-V functional and the def2-TZVPD basis) on one molecule with the formula C7H16N4O2.

Last column: Löwdin spin population.
Atoms and positions in Å:
C (1.45, 0.49, 2.22)  0.000
C (-0.27, -0.38, 3.84)  0.000
C (-1.08, -0.33, -3.40)  0.013
C (-0.76, -0.77, -0.08)  0.007
C (-1.07, -0.27, 1.32)  0.001
C (-0.80, 0.49, -1.08)  0.006
C (0.20, -0.44, 2.42)  0.000
N (1.63, 0.18, -3.74)  0.664
N (1.77, 0.34, -1.55)  0.710
N (-0.34, 0.25, -2.38)  0.044
N (1.05, 0.28, -2.60)  0.488
O (1.12, 1.75, 2.48)  0.000
O (2.54, 0.11, 1.91)  0.000
H (-0.86, 0.51, 4.19)  0.000
H (0.60, -0.34, 4.55)  0.000
H (-1.02, -1.22, 3.85)  0.000
H (-0.76, -1.26, -3.84)  0.004
H (-2.10, -0.51, -3.15)  0.000
H (-0.99, 0.50, -4.28)  0.004
H (0.16, -1.37, -0.11)  0.003
H (-1.52, -1.41, -0.48)  0.000
H (-1.19, 0.73, 1.39)  0.000
H (-1.91, -0.94, 1.74)  0.000
H (-0.22, 1.34, -0.66)  0.002
H (-1.84, 1.00, -1.17)  0.000
H (0.62, -1.42, 2.42)  0.000
H (0.96, 0.13, -4.52)  0.025
H (2.72, 0.33, -1.93)  0.029
H (1.93, 2.27, 2.64)  0.000

Summary:
Kohn-Sham gap (spin up / spin down) ... 6.3 / 7.3 eV
Spin multiplicity ... 3
Net charge ... 0
LUMO energy (spin up / spin down) ... 0.80 / -1.14 eV

***

[3]
ORCA calculation (the ωB97M-V functional and the def2-TZVPD basis) on an isolated ion of composition C7H16N5 and charge +1.

Last column: natural (NBO) charge in e.
Atoms and positions in Å:
H (4.62, 0.20, 0.88)  0.362
N (3.80, -0.17, 0.39)  -0.431
N (2.69, 0.34, 0.68)  0.017
N (1.69, -0.10, -0.09)  -0.254
C (1.67, -1.34, -0.74)  -0.272
C (0.20, -1.60, -0.89)  -0.241
N (-0.32, -1.05, 0.46)  -0.362
C (-1.76, -1.14, 0.78)  -0.226
C (-2.56, -0.09, 0.08)  -0.456
C (-1.77, 1.16, 0.14)  -0.251
N (-0.39, 1.07, -0.28)  -0.477
C (0.26, 2.42, -0.67)  -0.391
C (0.32, 0.25, 0.54)  0.287
H (2.16, -2.13, -0.18)  0.209
H (2.20, -1.18, -1.63)  0.255
H (-0.04, -0.79, -1.55)  0.265
H (-0.05, -2.70, -1.01)  0.259
H (0.10, -1.78, 1.10)  0.443
H (-1.93, -1.04, 1.85)  0.238
H (-1.92, -2.24, 0.62)  0.234
H (-3.60, 0.07, 0.63)  0.262
H (-3.03, -0.27, -0.94)  0.252
H (-2.26, 1.89, -0.51)  0.241
H (-1.83, 1.59, 1.14)  0.183
H (1.34, 2.32, -0.42)  0.225
H (0.11, 2.50, -1.75)  0.221
H (-0.13, 3.23, -0.21)  0.202
H (0.42, 0.56, 1.57)  0.206

Summary:
Kohn-Sham gap ... 9.9 eV
Net charge ... +1
SMILES ... [H]/N=N/N1CC[N@@H+]2CCCN(C)[C@H]12
LUMO energy ... -3.03 eV

***

[4]
ORCA calculation (the ωB97M-V functional and the def2-TZVPD basis) on C7H16NO2S3 as an isolated structure.

Last column: natural (NBO) charge in e.
Atoms and positions in Å:
C (3.43, -0.41, -0.01)  -0.084
C (-2.73, 2.05, 0.07)  -0.797
C (-1.96, 0.28, -1.51)  -0.784
C (-2.95, -0.41, 0.71)  -0.741
C (1.49, -1.24, -1.18)  -0.420
C (1.75, -1.49, 1.29)  -0.440
C (-2.43, 0.69, -0.21)  0.641
N (2.13, -0.73, 0.10)  -0.504
O (1.19, 1.78, -0.43)  -0.871
O (-0.36, 0.64, 0.99)  -0.955
S (4.28, -0.08, -1.41)  0.009
S (4.37, 0.12, 1.45)  0.022
S (1.04, 1.14, 0.81)  1.758
H (-3.78, 2.07, 0.09)  0.307
H (-2.57, 2.42, 1.21)  0.311
H (-2.10, 2.83, -0.54)  0.280
H (-1.74, -0.91, -1.50)  0.246
H (-0.99, 0.79, -1.85)  0.305
H (-2.67, 0.50, -2.28)  0.309
H (-4.06, -0.15, 0.82)  0.272
H (-2.96, -1.43, 0.23)  0.254
H (-2.38, -0.24, 1.64)  0.303
H (1.00, -0.30, -1.66)  0.236
H (2.20, -1.95, -1.65)  0.262
H (0.68, -1.80, -0.78)  0.196
H (2.18, -1.10, 2.13)  0.226
H (0.73, -1.34, 1.40)  0.218
H (1.90, -2.61, 1.32)  0.231
H (5.34, 0.89, 0.75)  0.210

Summary:
Kohn-Sham gap ... 6.1 eV
Net charge ... +1
LUMO energy ... -5.21 eV

***

[5]
ORCA calculation (the ωB97M-V functional and the def2-TZVPD basis) on C7H16NS as an isolated structure.

Last column: natural (NBO) charge in e.
Atoms and positions in Å:
C (-4.21, 0.20, 0.38)  -0.342
C (-0.44, 0.54, -0.71)  0.353
C (-0.75, 1.96, -0.90)  -0.699
C (0.39, -2.09, 0.75)  -0.630
C (2.48, 0.61, 0.76)  -0.648
C (0.51, -1.61, -0.63)  -0.209
C (1.95, 0.61, -0.62)  -0.207
N (0.66, -0.16, -0.72)  -0.323
S (-1.96, -0.31, -0.05)  -0.055
H (-4.45, 0.93, -0.31)  0.205
H (-4.01, 0.40, 1.49)  0.247
H (-0.58, 2.62, -0.01)  0.275
H (-1.73, 2.08, -1.21)  0.253
H (-0.16, 2.35, -1.57)  0.232
H (1.34, -1.95, 1.22)  0.217
H (-0.31, -1.41, 1.17)  0.226
H (0.12, -3.12, 0.63)  0.246
H (1.75, 0.39, 1.55)  0.228
H (3.22, -0.14, 0.91)  0.236
H (2.74, 1.56, 1.07)  0.245
H (-0.42, -1.65, -1.23)  0.233
H (1.42, -2.06, -1.22)  0.227
H (2.67, 0.13, -1.26)  0.230
H (1.71, 1.54, -1.11)  0.218
H (-4.59, -0.85, 0.13)  0.242

Summary:
Kohn-Sham gap ... 8.4 eV
Net charge ... +1
LUMO energy ... -4.83 eV

***

[6]
ORCA calculation (the ωB97M-V functional and the def2-TZVPD basis) on a 2-piece molecular cluster, C7H16NSi overall.

Last column: natural (NBO) charge in e.
Atoms and positions in Å:
C (1.90, 2.51, -0.54)  -0.297
C (0.98, 1.61, -0.80)  -0.672
C (-3.46, -0.02, 0.94)  -0.211
C (-2.82, 0.74, -0.19)  -0.240
C (2.39, -0.64, 1.05)  -1.035
C (1.49, -1.49, -1.55)  -1.104
C (-0.43, -0.82, 0.84)  -0.403
N (-2.49, -0.63, 0.01)  -0.448
Si (1.01, -0.22, -0.29)  1.503
H (2.00, 3.64, -0.68)  0.240
H (2.62, 2.05, 0.11)  0.189
H (0.15, 1.72, -1.57)  0.212
H (-2.96, 0.21, 2.00)  0.232
H (-4.43, -0.35, 0.88)  0.235
H (-3.26, 1.04, -1.06)  0.230
H (-2.03, 1.50, 0.03)  0.226
H (1.93, -1.33, 1.90)  0.241
H (3.18, -1.11, 0.62)  0.239
H (2.75, 0.28, 1.69)  0.258
H (0.90, -1.56, -2.41)  0.248
H (2.50, -1.31, -1.91)  0.271
H (1.50, -2.44, -1.11)  0.247
H (-0.10, -1.82, 0.94)  0.212
H (-0.64, -0.25, 1.73)  0.213
H (-2.67, -1.33, -0.62)  0.415

Summary:
Kohn-Sham gap ... 8.5 eV
Net charge ... +1
LUMO energy ... -5.12 eV

***

[7]
ORCA calculation (the ωB97M-V functional and the def2-TZVPD basis) on a 2-piece molecular cluster, C7H16O overall.

Last column: natural (NBO) charge in e.
Atoms and positions in Å:
C (0.66, -0.58, 3.10)  -0.646
C (0.15, -0.15, 1.73)  -0.216
C (0.78, 0.04, 0.57)  0.015
C (2.29, -0.03, 0.60)  -0.657
C (0.17, 0.47, -0.78)  -0.409
C (-1.36, 0.80, -0.69)  -0.417
C (-1.92, 1.68, -1.83)  -0.603
H (1.69, -0.16, 3.31)  0.206
H (0.65, -1.63, 3.27)  0.217
H (0.07, -0.29, 3.88)  0.216
H (-0.98, -0.16, 1.67)  0.190
H (2.54, -0.82, 1.14)  0.210
H (2.63, 0.75, 1.26)  0.219
H (3.07, 0.18, -0.30)  0.216
H (0.87, 1.35, -0.97)  0.220
H (0.39, -0.53, -1.44)  0.189
H (-1.78, -0.21, -0.30)  0.217
H (-1.49, 1.48, 0.22)  0.199
H (-1.80, 1.13, -2.76)  0.211
H (-1.45, 2.65, -1.84)  0.210
H (-3.04, 1.83, -1.58)  0.209
O (-0.91, -2.56, -3.09)  -0.936
H (-0.06, -2.10, -2.76)  0.471
H (-1.18, -3.13, -2.41)  0.467

Summary:
Kohn-Sham gap ... 9.7 eV
Net charge ... 0
SMILES ... C/C=C(\C)CCC.O
LUMO energy ... 0.75 eV

***

[8]
ORCA calculation (the ωB97M-V functional and the def2-TZVPD basis) on a 2-piece molecular cluster, C7H16O2 overall.

Last column: natural (NBO) charge in e.
Atoms and positions in Å:
C (1.95, 1.19, -0.86)  -0.565
C (2.02, -0.14, -0.78)  0.356
O (1.66, -0.97, -1.80)  -0.688
C (2.49, -0.89, 0.43)  -0.452
C (1.38, -1.76, 1.03)  -0.611
H (2.25, 1.81, -0.04)  0.212
H (1.56, 1.68, -1.74)  0.193
H (1.28, -0.46, -2.52)  0.480
H (3.32, -1.53, 0.13)  0.215
H (2.86, -0.18, 1.17)  0.212
H (0.53, -1.16, 1.36)  0.231
H (1.76, -2.31, 1.89)  0.208
H (1.03, -2.49, 0.30)  0.212
C (-1.84, -0.50, -0.70)  -0.672
C (-1.55, 0.66, 0.19)  0.099
C (-2.55, 1.80, 0.10)  -0.636
O (-1.69, -0.07, 1.58)  -0.793
H (-0.98, -1.15, -0.83)  0.226
H (-2.48, -1.04, 0.10)  0.260
H (-2.32, -0.24, -1.64)  0.211
H (-0.51, 1.00, 0.12)  0.196
H (-2.36, 2.54, 0.87)  0.210
H (-3.57, 1.42, 0.22)  0.216
H (-2.49, 2.27, -0.88)  0.215
H (-1.74, 0.55, 2.32)  0.466

Summary:
Kohn-Sham gap ... 9.7 eV
Net charge ... 0
SMILES ... C=C(O)CC.CC(C)O
LUMO energy ... 0.79 eV

***

[9]
ORCA calculation (the ωB97M-V functional and the def2-TZVPD basis) on C7H16O2 as an isolated structure.

Last column: natural (NBO) charge in e.
Atoms and positions in Å:
C (-0.99, 0.26, -0.16)  0.382
C (0.38, 0.54, -0.44)  0.386
C (-0.28, -0.56, 1.51)  -0.430
C (-1.76, -0.80, -0.91)  -0.681
C (1.09, 1.68, 0.24)  -0.687
C (1.27, -0.45, -1.13)  -0.693
C (0.82, -1.57, 1.70)  -0.640
O (-1.72, 1.28, 0.35)  -0.710
O (-0.36, 1.41, -2.07)  -1.016
H (-2.56, 1.34, -0.13)  0.492
H (-0.29, 2.37, -2.03)  0.439
H (-1.25, -1.00, 1.70)  0.201
H (-0.18, 0.32, 2.15)  0.200
H (-1.99, -0.40, -1.89)  0.262
H (-2.69, -1.02, -0.38)  0.215
H (-1.18, -1.71, -1.03)  0.225
H (0.39, 2.38, 0.69)  0.243
H (1.77, 1.30, 1.01)  0.218
H (2.15, -0.68, -0.54)  0.217
H (1.69, 2.19, -0.51)  0.243
H (0.79, -1.38, -1.42)  0.222
H (1.60, 0.04, -2.05)  0.278
H (0.76, -2.39, 0.98)  0.209
H (1.81, -1.12, 1.65)  0.200
H (0.74, -2.02, 2.70)  0.223

Summary:
Kohn-Sham gap ... 8.7 eV
Net charge ... 0
LUMO energy ... 0.81 eV

***

[10]
ORCA calculation (the ωB97M-V functional and the def2-TZVPD basis) on a 2-piece molecular cluster, C7H17BNO3P overall.

Last column: natural (NBO) charge in e.
Atoms and positions in Å:
C (1.15, -0.53, 3.44)  -0.118
C (0.89, 0.51, 2.49)  -0.427
P (0.38, 1.73, 1.07)  1.086
C (0.28, 3.54, 1.74)  -0.929
C (1.77, 1.60, -0.27)  -0.723
C (2.72, 0.24, -0.07)  -0.072
O (3.53, 0.00, -1.31)  -0.684
B (-1.33, 1.10, 0.41)  0.811
N (-2.60, 1.94, 0.35)  -1.169
O (-1.36, -0.33, -0.04)  -0.854
H (1.16, -1.63, 3.91)  0.316
H (1.33, 4.10, 1.71)  0.271
H (-0.53, 4.20, 1.19)  0.295
H (-0.11, 3.43, 2.86)  0.279
H (1.24, 1.56, -1.33)  0.291
H (2.53, 2.51, -0.20)  0.253
H (3.39, 0.39, 0.89)  0.187
H (1.98, -0.64, 0.17)  0.228
H (3.84, 0.92, -1.58)  0.461
H (-3.27, 1.44, 1.00)  0.412
H (-3.04, 1.89, -0.62)  0.421
H (-0.60, -0.51, -0.67)  0.540
C (-1.57, -4.10, -1.58)  -0.620
C (-1.77, -2.71, -2.23)  -0.020
O (-0.62, -2.07, -2.13)  -0.930
H (-1.30, -4.02, -0.52)  0.177
H (-2.50, -4.67, -1.63)  0.163
H (-0.80, -4.68, -2.09)  0.188
H (-2.65, -2.28, -1.72)  0.082
H (-2.17, -2.92, -3.23)  0.086

Summary:
Kohn-Sham gap ... 3.5 eV
Net charge ... 0
LUMO energy ... -1.96 eV

***

no.,largest force on an atom (eV/Å)
1,5.43
2,5.73
3,5.06
4,5.52
5,5.30
6,6.07
7,5.46
8,2.59
9,4.00
10,10.17